Molecular formula: C42H35N4O2PS3TeTi
Method: DFT, ωB97M-V/def2-TZVPD

The LUMO energy (alpha / beta) comes out at 1.9 / 1.9 eV. The frontier orbital gap (alpha / beta) comes out at 6.48 / 6.61 eV. Its expectation value of S² is 0.757. The calculation puts the energy above the lowest of the compared OMol25 structures with the same formula, charge and spin at 8.7 kcal per mole.

The geometry in ORCA input format:
```
! RIJCOSX wB97M-V def2-TZVPD def2/J DEFGRID3
* xyz -1 2
Ti -0.044 -1.902 -0.765
S -0.312 -4.305 -1.509
C 1.333 -4.770 -1.867
C 1.607 -6.187 -1.993
N 1.801 -7.316 -2.090
C 2.353 -3.886 -2.006
S 2.114 -2.165 -1.936
C 3.701 -4.363 -2.229
N 4.776 -4.737 -2.396
C -2.268 2.512 4.030
C -1.703 1.801 2.828
C -1.947 2.248 1.531
C -1.469 1.578 0.421
C -1.990 1.971 -0.929
O -2.411 1.141 -1.708
C -2.038 3.429 -1.307
C -1.068 4.324 -0.878
C -1.093 5.640 -1.319
C -2.104 6.066 -2.170
C -3.083 5.172 -2.590
C -3.043 3.853 -2.166
C -0.648 0.456 0.569
O -0.060 -0.071 -0.480
C -0.435 -0.059 1.866
C -0.974 0.633 2.957
C 0.290 -1.336 2.109
N 0.699 -2.088 1.151
C 1.476 -3.313 1.452
C 2.820 -3.089 2.122
Te 4.348 -2.012 1.084
C 3.594 -0.072 1.382
C 3.006 0.601 0.314
C 2.527 1.895 0.481
C 2.625 2.523 1.713
C 3.228 1.865 2.779
C 3.723 0.579 2.608
C 0.347 -1.794 3.541
C -0.549 -2.791 3.912
C -0.583 -3.234 5.227
C 0.271 -2.684 6.173
C 1.150 -1.672 5.805
C 1.179 -1.221 4.494
H -2.743 3.450 3.742
H -1.488 2.743 4.758
H -3.019 1.901 4.534
H -2.569 3.126 1.381
H -0.283 3.982 -0.212
H -0.324 6.332 -1.000
H -2.132 7.094 -2.505
H -3.871 5.502 -3.255
H -3.775 3.132 -2.505
H -0.828 0.234 3.952
H 1.619 -3.842 0.511
H 0.876 -3.969 2.087
H 3.282 -4.071 2.243
H 2.736 -2.655 3.113
H 2.906 0.103 -0.641
H 2.052 2.398 -0.353
H 2.232 3.523 1.847
H 3.320 2.357 3.740
H 4.220 0.075 3.429
H -1.236 -3.196 3.178
H -1.287 -4.005 5.510
H 0.246 -3.034 7.197
H 1.811 -1.230 6.539
H 1.846 -0.420 4.203
C -0.165 -2.246 -4.606
P -0.967 -1.285 -3.274
C -2.724 -1.557 -3.673
C -0.625 0.421 -3.847
C 0.643 0.944 -3.586
C 0.959 2.249 -3.932
C 0.008 3.060 -4.539
C -1.255 2.551 -4.803
C -1.567 1.242 -4.458
H 0.904 -2.044 -4.603
H -0.594 -1.982 -5.575
H -0.311 -3.309 -4.404
H -2.937 -1.378 -4.729
H -3.359 -0.929 -3.047
H -2.937 -2.601 -3.439
H 1.390 0.327 -3.098
H 1.949 2.635 -3.720
H 0.250 4.083 -4.797
H -2.007 3.178 -5.265
H -2.568 0.873 -4.641
S -4.025 -2.499 1.770
C -2.837 -2.312 0.663
N -1.961 -2.164 -0.100
*
```

These are the Löwdin partial charges, in e, on atoms 1 to 5: 0.431, 0.597, -0.753, -0.282, 0.141

=====

Molecular formula: C42H35NO14
Method: DFT, ωB97M-V/def2-TZVPD

The LUMO energy comes out at -1.9 eV. The frontier orbital gap comes out at 7.98 eV. As for the SMILES: COC[C@@H]1CNC(=O)C1.O=C1C=CC(=O)C=C1.O=C1C=CC(=O)C=C1.O=C1C=CC(=O)C=C1.O=C1C=CC(=O)C=C1.O=C1C=CC(=O)C=C1.O=C1C=CC(=O)C=C1.

The geometry in ORCA input format:
```
! RIJCOSX wB97M-V def2-TZVPD def2/J DEFGRID3
* xyz 0 1
C 7.141 3.768 4.288
O 6.090 4.193 3.400
C 5.231 5.195 3.976
C 3.810 4.524 4.238
C 3.351 3.488 3.089
N 1.937 3.186 3.568
C 1.431 4.220 4.508
O 0.484 4.158 5.301
C 2.490 5.424 4.255
H 7.042 4.125 5.359
H 8.146 4.113 3.864
H 7.202 2.621 4.334
H 5.140 6.030 3.193
H 5.590 5.637 4.956
H 3.725 3.980 5.245
H 4.034 2.587 3.141
H 3.162 3.916 2.053
H 2.160 2.422 4.242
H 2.605 6.188 5.092
H 2.245 6.074 3.349
O 2.754 7.410 9.428
C 1.746 6.731 9.362
C 1.317 6.115 8.089
C 0.212 5.374 8.016
C -0.632 5.135 9.207
O -1.640 4.457 9.142
C -0.204 5.752 10.482
C 0.902 6.493 10.553
H 1.946 6.299 7.227
H -0.116 4.916 7.091
H -0.833 5.568 11.344
H 1.231 6.951 11.477
O 3.161 -0.178 4.019
C 2.199 -0.692 3.473
C 1.347 0.075 2.542
C 0.294 -0.486 1.947
C -0.065 -1.899 2.193
O -1.024 -2.411 1.649
C 0.789 -2.667 3.126
C 1.842 -2.106 3.720
H 1.625 1.107 2.373
H -0.342 0.061 1.263
H 0.513 -3.700 3.295
H 2.479 -2.652 4.405
O -1.023 -0.803 -0.897
C -1.983 -1.316 -1.441
C -2.837 -0.548 -2.373
C -3.889 -1.109 -2.967
C -4.247 -2.523 -2.721
O -5.208 -3.034 -3.266
C -3.394 -3.289 -1.790
C -2.342 -2.728 -1.195
H -2.560 0.486 -2.543
H -4.525 -0.562 -3.652
H -3.671 -4.322 -1.621
H -1.706 -3.275 -0.512
O -1.231 -3.729 -3.629
C -0.533 -3.376 -4.564
C 0.135 -4.362 -5.439
C 0.900 -3.974 -6.459
C 1.111 -2.542 -6.761
O 1.808 -2.189 -7.693
C 0.443 -1.555 -5.885
C -0.322 -1.942 -4.864
H -0.030 -5.410 -5.206
H 1.397 -4.683 -7.110
H 0.609 -0.511 -6.119
H -0.820 -1.233 -4.214
O -1.809 -11.717 -4.088
C -1.398 -10.661 -4.526
C -2.323 -9.641 -5.067
C -1.871 -8.484 -5.548
C -0.426 -8.169 -5.561
O -0.014 -7.109 -5.999
C 0.499 -9.187 -5.020
C 0.047 -10.345 -4.538
H -3.377 -9.888 -5.050
H -2.533 -7.726 -5.949
H 1.553 -8.940 -5.037
H 0.710 -11.102 -4.138
O -6.823 3.188 -7.692
C -5.897 2.872 -6.970
C -6.126 2.432 -5.577
C -5.110 2.087 -4.786
C -3.712 2.128 -5.268
O -2.785 1.811 -4.546
C -3.484 2.567 -6.661
C -4.500 2.912 -7.452
H -7.154 2.407 -5.240
H -5.258 1.764 -3.763
H -2.455 2.592 -6.998
H -4.351 3.236 -8.475
*
```

These are the Löwdin partial charges, in e, on atoms 1 to 5: -0.113, -0.222, -0.180, -0.245, -0.136

=====

Molecular formula: C42H36Cl3IrN4O4PSi
Method: DFT, ωB97M-V/def2-TZVPD

The LUMO energy (alpha / beta) comes out at -6.3 / -6.2 eV. The frontier orbital gap (alpha / beta) comes out at 5.56 / 7.25 eV. Its expectation value of S² is 0.766. The calculation puts the energy above the lowest of the compared OMol25 structures with the same formula, charge and spin at 22.5 kcal per mole.

The geometry in ORCA input format:
```
! RIJCOSX wB97M-V def2-TZVPD def2/J DEFGRID3
* xyz 2 2
Ir -0.130 -0.199 -0.058
C -3.869 -0.050 2.219
O -2.975 1.075 2.450
C -1.812 0.757 1.944
N -1.684 -0.417 1.432
C -2.947 -1.185 1.769
C -3.464 -2.152 0.733
C -4.775 -2.145 0.273
C -5.186 -3.075 -0.673
C -4.293 -4.007 -1.168
C -2.999 -4.058 -0.667
C -2.593 -3.142 0.287
C -0.660 1.601 2.189
C -0.764 2.610 3.101
C 0.420 3.150 3.634
C 1.600 2.592 3.261
C 1.657 1.611 2.229
N 0.498 1.156 1.642
C 2.941 1.116 1.928
N 3.466 0.757 0.724
C 4.776 0.052 0.983
C 5.070 0.501 2.418
O 3.830 1.045 2.918
C 4.695 -1.439 0.721
C 4.674 -2.401 1.724
C 4.701 -3.752 1.398
C 4.721 -4.156 0.073
C 4.686 -3.202 -0.938
C 4.685 -1.856 -0.611
H -4.598 0.246 1.466
H -4.380 -0.264 3.151
H -2.671 -1.799 2.630
H -5.500 -1.440 0.666
H -6.204 -3.062 -1.037
H -4.610 -4.709 -1.927
H -2.305 -4.807 -1.029
H -1.594 -3.191 0.708
H -1.741 2.920 3.443
H 0.380 3.948 4.363
H 2.531 2.905 3.712
H 5.523 0.461 0.309
H 5.828 1.280 2.458
H 5.374 -0.311 3.066
H 4.671 -2.125 2.772
H 4.731 -4.492 2.189
H 4.780 -5.209 -0.177
H 4.702 -3.505 -1.978
H 4.716 -1.117 -1.406
O -3.261 -1.483 -2.611
C -2.496 -0.772 -2.025
O -1.278 -1.092 -1.636
C -2.943 0.657 -1.693
P -1.483 1.571 -1.178
C -2.050 2.990 -0.212
C -1.089 3.898 0.239
C -1.465 5.030 0.942
C -2.806 5.245 1.240
C -3.763 4.329 0.827
C -3.390 3.204 0.103
C -0.800 2.219 -2.721
C -0.485 1.304 -3.732
C 0.044 1.749 -4.932
C 0.282 3.104 -5.126
C -0.024 4.014 -4.125
C -0.558 3.577 -2.920
H -3.674 0.573 -0.887
H -3.427 1.111 -2.553
H -0.047 3.714 0.029
H -0.713 5.741 1.262
H -3.107 6.128 1.791
H -4.807 4.493 1.061
H -4.158 2.518 -0.231
H -0.661 0.244 -3.582
H 0.273 1.038 -5.714
H 0.703 3.449 -6.062
H 0.149 5.071 -4.282
H -0.807 4.300 -2.157
Cl 4.774 1.727 -1.900
Si 3.143 1.587 -0.758
Cl 1.734 0.434 -1.723
Cl 2.352 3.392 -0.382
C 1.274 -4.942 -0.415
C 1.310 -4.307 0.818
C 1.089 -2.948 0.874
N 0.820 -2.222 -0.225
C 0.792 -2.832 -1.415
C 1.023 -4.187 -1.550
H 1.438 -6.010 -0.489
H 1.513 -4.857 1.727
H 1.124 -2.416 1.815
H 0.542 -2.225 -2.272
H 1.006 -4.636 -2.534
*
```

These are the Löwdin partial charges, in e, on atoms 1 to 5: 1.108, -0.027, 0.062, -0.385, 0.059